Entry A
{
  "formula": "C6H10OS",
  "method": "ωB97M-V/def2-TZVPD",
  "smiles": "CCC(=O)C1CSC1",
  "gap_ev": 9.3,
  "species": ["C", "C", "C", "C", "C", "C", "H", "H", "H", "H", "H", "H", "H", "H", "H", "H", "O", "S"],
  "xyz": [[2.8212, -0.0491, -0.2916], [1.4540, -0.4002, 0.1676], [0.2818, 0.5595, -0.1415], [-1.0675, 0.0337, 0.4337], [-1.7863, -0.9597, -0.4628], [-2.1032, 1.0337, 0.4979], [3.0893, 0.8293, 0.2941], [2.7326, 0.2802, -1.4122], [3.5207, -0.8904, -0.1914], [1.3753, -0.5007, 1.2700], [1.1979, -1.4034, -0.1850], [-0.6813, -0.3641, 1.4195], [-1.9475, -2.0003, -0.2379], [-1.5027, -1.0395, -1.5547], [-1.8587, 1.9595, 0.0377], [-2.5552, 1.2056, 1.4984], [0.4211, 1.6001, -0.7412], [-3.3914, 0.1059, -0.4006]]
}



Entry B
{
  "formula": "C6H10OS",
  "method": "ωB97M-V/def2-TZVPD",
  "gap_ev": [8.9, 8.3],
  "species": ["C", "C", "C", "C", "C", "C", "O", "S", "H", "H", "H", "H", "H", "H", "H", "H", "H", "H"],
  "xyz": [[0.9033, -1.2006, -0.4996], [0.6793, -0.4027, 0.4690], [2.5342, 0.0748, -1.9952], [-2.2015, 0.1608, -0.1278], [-0.4261, -0.5871, 1.5256], [-1.5814, 0.3752, 1.1532], [3.9972, 2.1337, -1.6533], [3.2212, 1.1072, -0.9778], [0.4356, -2.1469, -0.9715], [1.3427, 0.4289, 0.5910], [2.4500, -0.3029, -2.9581], [-2.4237, -0.8382, -0.4343], [-3.1435, 0.7905, -0.2705], [-1.5827, 0.5436, -1.0542], [0.0592, -0.5301, 2.4785], [-0.7602, -1.5683, 1.6308], [-2.3031, 0.4965, 1.9109], [-1.2004, 1.4654, 1.1833]]
}



Relative energies, eV: entry A 0.000; entry B 5.563.



Entry A
{
  "formula": "C6H10OS",
  "method": "ωB97M-V/def2-TZVPD",
  "gap_ev": 9.7,
  "species": ["C", "C", "C", "C", "C", "C", "O", "S", "H", "H", "H", "H", "H", "H", "H", "H", "H", "H"],
  "xyz": [[2.7246, 0.4893, -0.8280], [3.4250, 1.3340, -0.4000], [2.0288, -0.7656, -1.0525], [-0.4834, -0.0928, 0.4524], [-1.0365, 0.4427, -0.8785], [-1.5481, -0.8192, 1.3234], [1.2786, -1.5966, 1.5491], [0.7858, -1.4614, 0.1746], [-0.1282, 0.7975, 1.0001], [4.0744, 2.1472, -0.1579], [1.4011, -0.6486, -1.9023], [2.7796, -1.6587, -1.0600], [-0.9757, -0.2514, -1.6517], [-0.2305, 1.2201, -1.3233], [-1.9806, 0.9148, -0.7461], [-2.3365, -0.2137, 1.9418], [-0.9881, -1.3278, 2.1779], [-1.9766, -1.6058, 0.6648]]
}



Entry B
{
  "formula": "C6H10OS",
  "method": "ωB97M-V/def2-TZVPD",
  "smiles": "C=C(C)C(=S)CCO",
  "gap_ev": 8.0,
  "species": ["C", "C", "C", "C", "C", "C", "H", "H", "H", "H", "H", "H", "H", "H", "H", "H", "O", "S"],
  "xyz": [[-2.0440, -1.4372, 0.6410], [-1.7327, -0.1775, -0.1433], [-2.5452, 0.8167, -0.4941], [-0.1624, 0.1858, -0.0533], [0.7234, -1.0027, -0.5293], [2.0375, -0.8635, -0.5271], [-3.2353, -1.6283, 0.8769], [-1.5727, -1.3313, 1.6876], [-1.8329, -2.2743, -0.0609], [-2.1857, 1.7336, -1.0437], [-3.5192, 0.4132, -0.3951], [0.3641, -1.7900, 0.3830], [0.2427, -1.6873, -1.3293], [2.2260, -0.2951, -1.4756], [2.4914, -1.7910, -0.7009], [1.6983, 0.4264, 0.9977], [2.4639, -0.2681, 0.5667], [0.4970, 1.5775, 0.1977]]
}



Relative energies, eV: entry A 0.000; entry B 1.116.



Entry A
{
  "formula": "C3H9NO2",
  "method": "ωB97M-V/def2-TZVPD",
  "multiplicity": 2,
  "gap_ev": [9.5, 3.7],
  "charge": 1,
  "species": ["C", "N", "H", "H", "H", "H", "H", "H", "C", "C", "O", "O", "H", "H", "H"],
  "xyz": [[1.1127, -0.4978, 1.0472], [0.6481, -1.9089, 1.3460], [0.1071, 2.9215, -0.3594], [-0.0475, -1.9120, 1.9989], [1.5003, -2.3445, 1.8636], [1.6696, 0.0316, 1.9349], [0.2809, 0.1401, 0.8038], [1.7745, -0.8112, 0.2097], [-1.1259, 0.0095, -1.5902], [-1.0637, 1.4033, -1.0594], [0.2520, 1.7291, -0.7420], [-1.8458, 2.3314, -0.7351], [-0.6977, 0.0561, -2.5778], [-1.9561, -0.5320, -1.2587], [-0.6086, -0.6162, -0.8813]]
}



Entry B
{
  "formula": "C3H9NO2",
  "method": "ωB97M-V/def2-TZVPD",
  "multiplicity": 2,
  "gap_ev": [11.5, 6.0],
  "charge": 1,
  "species": ["C", "C", "O", "O", "H", "H", "H", "C", "N", "H", "H", "H", "H", "H", "H"],
  "xyz": [[-0.8657, -1.7229, -0.7106], [-0.7325, -1.1656, 0.6828], [-1.6257, -1.6233, 1.5679], [0.2251, -0.6137, 1.1943], [-0.8394, -2.7882, -0.6331], [-0.0089, -1.4758, -1.3472], [-1.7150, -1.3317, -1.2483], [0.7306, 2.1838, -0.1513], [1.9745, 1.5211, 0.0728], [1.8112, 0.7879, 0.7947], [-2.5036, -1.9991, 1.2821], [2.3957, 1.1204, -0.7646], [0.7501, 3.1870, 0.2805], [-0.1509, 1.7217, 0.2728], [0.5543, 2.1984, -1.2926]]
}



Relative energies, eV: entry A 3.365; entry B 0.000.